Computed, not measured: C35H37BCl5N9OTc as an isolated structure in a non-equilibrium geometry, with ωB97M-V/def2-TZVPD.

Computed properties:
LUMO level (alpha / beta) = -5.416 / -8.417 eV
Orbital gap (alpha / beta) = 8.5 / 5.5 eV
Net charge = +2
Spin multiplicity = 4

Geometry (Å):
1 Tc -0.06945 -0.15402 0.97692
2 C 1.32992 -2.58052 0.00909
3 C 0.42331 -3.62978 0.67021
4 C -0.71921 -4.05329 -0.26388
5 C 0.00146 -3.12039 2.01496
6 C -0.12239 -3.78691 3.23104
7 C -0.32619 -2.78754 4.17459
8 N -0.32894 -1.59847 3.55298
9 N -0.15697 -1.81165 2.22364
10 B -0.10079 -0.15632 4.12790
11 N -1.15589 0.80667 3.53385
12 C -2.08073 1.54873 4.13593
13 C -2.84373 2.19412 3.17355
14 C -2.33028 1.79217 1.94648
15 N -1.30394 0.92669 2.18259
16 C -2.81852 2.22034 0.58199
17 C -4.28457 1.79397 0.37526
18 C -2.70380 3.74236 0.40573
19 N 1.28358 0.30626 3.58931
20 C 2.42910 0.57384 4.22137
21 C 3.44267 0.69725 3.28623
22 C 2.84355 0.44602 2.04905
23 N 1.52208 0.25161 2.24705
24 C 3.51056 0.34302 0.70387
25 C 4.58296 -0.75522 0.72822
26 C 4.11355 1.68971 0.27761
27 H 1.69107 -2.92063 -0.96088
28 H 2.18994 -2.32958 0.63220
29 H 0.76753 -1.63389 -0.21095
30 H 1.01911 -4.51575 0.87320
31 H -1.29040 -3.18268 -0.60266
32 H -1.40660 -4.74778 0.22722
33 H -0.30934 -4.54956 -1.14951
34 H -0.02887 -4.85166 3.40892
35 H -0.42811 -2.84465 5.25472
36 H -0.13111 -0.15752 5.33227
37 H -2.13719 1.58283 5.21846
38 H -3.66421 2.87990 3.34374
39 H -2.19402 1.74427 -0.17304
40 H -4.94658 2.39321 1.00864
41 H -4.45364 0.74197 0.62839
42 H -4.58375 1.96111 -0.66813
43 H -3.27265 4.26557 1.18220
44 H -3.11533 4.03492 -0.56548
45 H -1.66976 4.09044 0.45050
46 H 2.45808 0.64731 5.30534
47 H 4.49165 0.90458 3.47906
48 H 2.76037 0.05701 -0.03241
49 H 5.37229 -0.50261 1.44640
50 H 5.04518 -0.85211 -0.25951
51 H 4.17170 -1.72840 1.01327
52 H 4.96524 1.94244 0.91777
53 H 3.38461 2.50515 0.35134
54 H 4.47467 1.63662 -0.75556
55 Cl -6.60910 -1.79856 -2.72368
56 C -5.13906 -1.43692 -2.00991
57 C -4.17794 -0.68914 -2.73973
58 Cl -4.52054 -0.19161 -4.32680
59 C -2.98908 -0.37293 -2.15219
60 Cl -1.80667 0.53337 -2.96378
61 C -2.68121 -0.81291 -0.80989
62 O -1.55294 -0.48562 -0.35271
63 C -3.69288 -1.56445 -0.08178
64 Cl -3.43234 -1.98247 1.54536
65 C -4.88282 -1.86513 -0.67566
66 Cl -6.07443 -2.72236 0.18093
67 C 1.09887 3.83145 -0.34516
68 C 0.60880 2.76806 0.36874
69 N 0.47310 1.55482 -0.20068
70 C 0.85145 1.36386 -1.48681
71 C 1.41398 2.37097 -2.25925
72 C 1.50436 3.62807 -1.65483
73 C 1.97729 2.25255 -3.63605
74 C 2.21128 1.28188 -4.52983
75 C 1.86542 -0.16056 -4.67280
76 C 2.49021 -0.87954 -5.68107
77 C 2.12312 -2.20452 -5.86974
78 N 1.17326 -2.79741 -5.13306
79 C 0.63265 -2.01665 -4.20169
80 N 0.93077 -0.74347 -3.91253
81 H 1.17493 4.80387 0.12470
82 H 0.32725 2.86416 1.40964
83 H 0.68575 0.38893 -1.92550
84 H 1.91257 4.45777 -2.22405
85 H 2.35955 3.21439 -3.96796
86 H 2.76917 1.63196 -5.39220
87 H 3.24846 -0.41483 -6.30595
88 H 2.58821 -2.81004 -6.64224
89 H -0.15866 -2.46618 -3.60288

Atomic forces in eV per Å
0.8 0.1 1.1
0.1 -0.1 0.2
-0.2 0.3 -0.2
0.0 0.0 0.0
0.0 -0.1 0.0
0.0 -0.1 0.2
0.1 0.0 0.1
-0.2 0.0 0.1
-0.2 0.5 0.1
0.1 -0.1 0.0
-0.3 -0.2 -0.2
0.0 0.1 0.2
-0.1 0.1 0.0
0.0 -0.2 0.1
0.1 0.1 -0.4
0.0 0.0 0.1
0.0 0.0 0.0
-0.1 0.0 0.0
-0.1 0.0 -0.2
0.1 0.0 0.2
0.3 -0.1 0.0
-0.1 0.1 0.2
0.2 0.0 -0.1
0.1 0.1 0.1
0.1 0.1 0.0
0.0 0.0 0.0
-0.1 0.1 -0.1
-0.1 0.0 0.0
0.0 -0.2 -0.4
0.2 -0.1 -0.1
0.0 -0.1 0.1
0.1 0.1 0.0
-0.1 0.1 0.1
-0.1 0.3 0.0
0.0 0.0 -0.3
0.0 0.0 -0.3
0.0 0.0 -0.2
0.2 -0.2 0.0
0.0 0.0 0.0
0.1 -0.1 -0.1
0.0 0.2 0.0
0.1 0.0 0.2
0.1 -0.1 -0.1
0.1 0.0 0.1
-0.1 0.0 0.0
0.0 0.0 -0.3
-0.4 -0.1 0.0
-0.2 0.0 -0.1
-0.1 -0.1 -0.1
-0.1 0.0 0.1
0.1 0.1 0.0
-0.1 0.0 -0.1
0.1 -0.2 0.0
0.0 0.0 0.2
-0.2 -0.1 -0.1
0.0 0.0 0.0
-0.3 -0.1 0.0
0.0 0.0 -0.1
0.0 0.0 0.1
-0.2 0.0 -0.1
0.1 0.1 0.1
-0.9 -0.6 -0.3
0.5 0.2 -0.1
0.4 0.1 0.0
-0.2 0.0 -0.3
-0.1 0.0 -0.1
0.1 0.3 -0.2
0.0 -0.4 -0.1
0.2 -0.1 -0.4
0.0 0.1 0.3
0.1 0.1 -0.4
0.0 0.2 0.0
-0.1 0.0 0.4
-0.2 -0.4 0.0
0.0 0.3 0.2
0.3 -0.1 -0.3
-0.2 -0.1 0.1
0.2 0.7 0.1
0.0 0.2 0.1
0.0 -0.3 0.0
0.0 0.0 -0.1
0.0 -0.1 0.0
0.1 -0.1 0.1
0.0 -0.1 0.1
0.0 0.0 0.1
0.0 0.0 0.0
-0.2 -0.1 0.1
0.0 0.1 0.1
0.1 0.0 0.0